Entry from OMol25: a single C2H6O molecule (ωB97M-V with the def2-TZVPD basis set).

Computed properties:
**E_LUMO**: 0.7 eV
**Energy above the lowest of the compared OMol25 structures with the same formula, charge and spin**: 129.69 kcal/mol
**E_HOMO**: -7.01 eV
**Net charge**: 0

The geometry in XYZ format:
```
9
C2H6O | OMol25 | ωB97M-V with the def2-TZVPD basis set
O -0.776 0.031 -0.655
C -0.641 -0.238 0.884
C 0.863 0.466 -0.327
H -0.582 -1.332 0.984
H -1.600 0.087 1.313
H 1.113 0.471 -1.405
H 1.565 -0.169 0.210
H -0.884 -0.793 -1.165
H 0.854 1.474 0.070
```

---

Entry from OMol25: 2 unconnected molecules or ions with the total composition C2H6O2 (ωB97M-V with the def2-TZVPD basis set).

Computed properties:
**E_LUMO**: 0.8 eV
**Energy above the lowest of the compared OMol25 structures with the same formula, charge and spin**: 3.19 kcal/mol
**E_HOMO**: -11.12 eV
**Net charge**: 0

The geometry in XYZ format:
```
10
C2H6O2 | OMol25 | ωB97M-V with the def2-TZVPD basis set
O 0.456 -2.204 1.194
O -0.446 -1.706 -0.802
C 0.218 1.979 -0.491
C -0.536 -1.739 0.386
H -0.064 2.922 -0.950
H 1.293 1.909 -0.407
H -0.219 1.177 -1.075
H -0.189 1.975 0.514
H -1.411 -1.419 0.957
H 0.899 -2.895 0.674
```

---

Entry from OMol25: 2 unconnected molecules or ions with the total composition C2H6O2 (ωB97M-V with the def2-TZVPD basis set).

Computed properties:
**E_LUMO**: 0.7 eV
**Energy above the lowest of the compared OMol25 structures with the same formula, charge and spin**: 17.05 kcal/mol
**E_HOMO**: -11.05 eV
**Net charge**: 0

The geometry in XYZ format:
```
10
C2H6O2 | OMol25 | ωB97M-V with the def2-TZVPD basis set
O 0.683 -0.235 -1.471
O 1.177 0.916 0.492
C -1.837 -0.977 1.245
C 0.378 0.628 -0.412
H 1.727 -0.374 -1.466
H -2.805 -1.285 1.526
H -1.767 -1.091 0.152
H -1.659 0.126 1.314
H -0.741 0.669 -0.361
H -0.883 -1.395 1.677
```

---

Entry from OMol25: 2 unconnected molecules or ions with the total composition C2H6O2 (ωB97M-V with the def2-TZVPD basis set).

Computed properties:
**E_LUMO**: 0.6 eV
**Energy above the lowest of the compared OMol25 structures with the same formula, charge and spin**: 32.42 kcal/mol
**E_HOMO**: -8.91 eV
**Net charge**: 0

The geometry in XYZ format:
```
10
C2H6O2 | OMol25 | ωB97M-V with the def2-TZVPD basis set
O 0.294 0.850 1.134
O -2.289 -0.303 -0.105
C 1.436 0.134 0.571
C 1.509 -0.189 -0.773
H -2.946 0.422 -0.097
H 2.328 0.389 1.155
H 2.353 -0.750 -1.183
H -2.830 -1.043 0.160
H -0.390 0.679 0.464
H 0.534 -0.190 -1.326
```

---

Entry from OMol25: a single C2H6O2 molecule (ωB97M-V with the def2-TZVPD basis set).

Computed properties:
**E_LUMO**: 0.9 eV
**Energy above the lowest of the compared OMol25 structures with the same formula, charge and spin**: 107.71 kcal/mol
**E_HOMO**: -8.14 eV
**Net charge**: 0

The geometry in XYZ format:
```
10
C2H6O2 | OMol25 | ωB97M-V with the def2-TZVPD basis set
O -1.279 1.265 -0.285
O 1.022 0.470 -0.262
C 0.798 -0.874 0.333
C -0.859 -0.088 -0.068
H -1.049 1.577 -1.177
H 1.462 -1.551 -0.269
H -1.332 -0.323 0.857
H 1.032 1.098 0.462
H -1.044 -0.677 -0.946
H 1.250 -0.899 1.354
```

---

Entry from OMol25: a molecular structure, C2H6O2P2 (ωB97M-V with the def2-TZVPD basis set).

Computed properties:
**E_LUMO**: -0.8 eV
**Energy above the lowest of the compared OMol25 structures with the same formula, charge and spin**: 6.15 kcal/mol
**E_HOMO**: -9.58 eV
**Net charge**: 0

The geometry in XYZ format:
```
12
C2H6O2P2 | OMol25 | ωB97M-V with the def2-TZVPD basis set
P -0.015 0.498 -0.355
P -2.627 -0.335 0.401
O -2.825 -0.672 -0.985
O -0.264 1.809 0.156
C -0.826 -0.775 0.670
C 1.781 0.355 -0.135
H 2.214 1.308 -0.512
H 1.925 0.235 0.886
H -0.705 -0.586 1.780
H -0.416 0.352 -1.810
H 2.318 -0.391 -0.522
H -0.561 -1.799 0.426
```

---

Entry from OMol25: a molecular structure, C2H6O2Rb (ωB97M-V with the def2-TZVPD basis set).

Computed properties:
**E_LUMO**: -3.8 eV
**Energy above the lowest of the compared OMol25 structures with the same formula, charge and spin**: 21.72 kcal/mol
**E_HOMO**: -13.82 eV
**Net charge**: +1

The geometry in XYZ format:
```
11
C2H6O2Rb | OMol25 | ωB97M-V with the def2-TZVPD basis set
Rb 24.991 9.125 3.367
O 22.084 9.141 3.928
O 23.275 6.719 5.119
C 21.378 8.008 4.224
C 21.977 7.238 5.410
H 20.406 8.229 4.666
H 21.284 6.659 6.021
H 21.602 9.855 4.352
H 21.345 7.391 3.326
H 22.387 7.938 6.138
H 23.625 6.519 5.991
```

---

Entry from OMol25: 2 unconnected molecules or ions with the total composition C2H6O2S2 (ωB97M-V with the def2-TZVPD basis set).

Computed properties:
**E_LUMO**: 0.5 eV
**Energy above the lowest of the compared OMol25 structures with the same formula, charge and spin**: 11.47 kcal/mol
**E_HOMO**: -9.15 eV
**Net charge**: 0

The geometry in XYZ format:
```
12
C2H6O2S2 | OMol25 | ωB97M-V with the def2-TZVPD basis set
S -1.061 0.110 -0.125
S -2.366 -1.131 0.882
O 1.969 0.735 -1.835
O 3.531 -0.188 -0.440
C 2.385 0.022 -0.748
C -0.735 1.305 1.167
H -1.483 -1.573 1.659
H 1.519 -0.305 -0.217
H 2.774 1.063 -2.141
H -1.577 1.861 1.624
H -0.124 0.849 1.991
H -0.169 2.091 0.651
```

---

Largest force on an atom
In order: 0.54, 0.93, 3.85, 3.54, 3.83, 4.38, 3.32, 3.09
Unit: eV/Å